# 1
90
Properties=species:S:1:pos:R:3:lowdin_charge:R:1 method="wB97M-V/def2-TZVPD" smiles=CC(C)O.CC(C)O.CC(C)O.CC(C)O.CC(C)O.CC(C)O.CC(C)O.O.O charge=0 gap_ev=9.584 de_lowest_kcal_mol=33.48
O -2.25032 -4.92478 0.67471 -0.07
O -3.50620 0.01694 1.42094 -0.07
O -2.43915 3.44732 -5.86560 -0.05
O 3.13007 5.92333 -4.39889 -0.05
O -0.92678 -0.63162 0.84759 -0.08
O -3.80562 2.25248 -0.37356 -0.07
O 5.80915 -0.50890 2.73241 -0.05
O -1.92223 -2.74860 5.23317 -0.06
O 3.42582 -3.69993 0.02632 -0.05
C -0.60221 -3.08687 4.78151 -0.46
C 0.21237 -3.57181 5.97986 -0.05
C -4.38673 3.84005 1.34437 -0.07
C 1.70288 4.40146 -3.08950 -0.05
C -1.84449 -3.48338 -1.26413 -0.05
C -3.70878 -5.23028 -1.19650 -0.06
C 3.06427 4.67433 -3.71828 -0.51
C 5.24546 -1.61218 3.43906 -0.50
C 0.27334 0.90447 -0.57058 -0.04
C 3.76383 -1.46221 3.65021 -0.07
C 0.01722 -1.79546 4.18376 -0.05
C -2.31631 -4.82419 -0.77408 -0.49
C -1.85120 2.40866 -3.76517 -0.06
C -2.49715 4.22937 -0.21826 -0.06
C 0.37341 -0.11112 0.54107 -0.45
C 3.49190 3.62212 -4.70761 -0.07
C -2.15384 1.10706 -5.88327 -0.06
C -3.26992 3.17405 0.57876 -0.50
C 6.02486 -1.88397 4.72112 -0.06
C -1.64915 2.41914 -5.28731 -0.47
C 1.32855 -1.26440 0.23713 -0.07
H -0.58081 2.58694 -5.42782 0.13
H 3.65662 -3.70265 -0.90978 0.04
H 0.53225 -2.70515 6.55944 0.08
H 0.98385 4.00002 -3.81051 0.06
H -0.44142 -4.14582 6.63553 0.08
H -4.42402 -4.41996 -1.00093 0.08
H 1.19563 1.14561 -1.10563 0.08
H -1.64604 1.40806 -3.37187 0.07
H -1.75575 3.71876 -0.84031 0.05
H -2.55221 0.03611 1.15667 0.02
H -1.97012 4.86970 0.49246 0.08
H 1.08876 -4.10408 5.61831 0.08
H -1.22500 3.12303 -3.23183 0.06
H -0.92081 -3.15942 -0.77750 0.05
H -2.89086 2.56552 -3.46270 0.08
H -1.64817 -5.63011 -1.10515 0.13
H 3.53280 2.61445 -4.29292 0.08
H -2.54369 -2.73973 -0.85572 0.09
H 3.47051 -0.73526 4.41096 0.09
H 2.97630 -4.54041 0.16892 0.04
H -3.24021 3.65166 -5.38510 0.08
H -4.00999 4.50271 2.13092 0.08
H 0.65965 -1.23873 4.86444 0.07
H 5.32848 -2.45575 2.74617 0.13
H 0.75424 -2.10854 3.42601 0.05
H 1.22211 5.32910 -2.76881 0.08
H -2.50171 -2.70975 4.46883 0.08
H -0.52354 0.70464 -1.28666 0.08
H -0.73101 -1.19222 3.67802 0.07
H 2.94617 6.61568 -3.75417 0.09
H 5.70089 -2.84537 5.12300 0.08
H 2.35394 -0.92153 0.11556 0.09
H -3.22799 1.04378 -5.72895 0.08
H -3.13719 4.77355 -0.90976 0.08
H -3.58890 -0.73624 2.01051 0.04
H 2.88543 3.65232 -5.61666 0.08
H -3.88277 1.38964 0.07050 0.05
H -0.67118 -3.87590 4.02681 0.13
H -2.58692 2.64206 1.25118 0.13
H 1.41195 -2.00756 1.03898 0.06
H -1.66976 0.24077 -5.41521 0.07
H -1.76776 -3.34288 -2.33851 0.09
H 5.81837 -1.13097 5.48966 0.08
H 3.32020 -1.07257 2.72395 0.07
H 3.29069 -2.44377 3.70983 0.08
H 5.34350 0.31100 2.91799 0.08
H 0.76673 0.36156 1.44515 0.13
H -1.87418 0.99122 -6.93123 0.08
H -1.31378 -4.94179 0.89933 0.07
H 1.77535 3.69440 -2.26385 0.07
H 3.83446 4.65456 -2.93243 0.13
H 0.93047 -1.86494 -0.58559 0.07
H -4.98379 4.50561 0.71436 0.08
H 7.10341 -1.81419 4.59226 0.08
H 0.04900 1.91025 -0.19254 0.07
H 4.50568 3.82714 -5.06356 0.08
H -4.13765 -6.08291 -0.68049 0.08
H -5.08575 3.11861 1.77197 0.08
H -0.92658 -1.59112 0.79511 0.07
H -3.71088 -5.31028 -2.28587 0.08



# 2
107
Properties=species:S:1:pos:R:3:lowdin_charge:R:1 method="wB97M-V/def2-TZVPD" smiles=CN(C)B(O)POC#N.OCCO.OCCO.OCCO.OCCO.OCCO.OCCO.OCCO.OCCO.OCCO charge=0 gap_ev=9.441
P -0.44243 1.45578 -0.72009 1.07
O 0.56459 2.39459 4.90156 -0.06
O -5.07074 -2.60781 -2.94863 -0.07
O -7.23705 5.40293 4.69106 -0.07
O -4.92780 4.41340 3.40046 -0.08
O -1.11483 -0.08681 1.48585 0.10
O 3.90822 2.82292 -5.20667 -0.06
O 2.39953 1.88184 0.65788 -0.13
O 2.94449 -2.06254 4.21368 -0.08
O -0.45720 -3.17236 8.16603 -0.07
O 5.39817 -2.76996 3.00319 -0.06
O 2.00308 2.22354 -3.20648 -0.11
O -1.52463 0.47482 -1.66043 -0.28
O 1.46137 -4.58594 6.63861 -0.07
O 0.43895 -3.43271 -3.67283 -0.07
O 2.50723 0.93480 3.44513 -0.09
O 1.66847 -3.54770 -7.00204 -0.07
O -3.43311 -1.44440 -4.94379 -0.09
O -2.20029 -4.02139 -4.48716 -0.08
O 4.87498 3.07706 0.10410 -0.06
O 2.81292 -1.58618 -5.31388 -0.07
N -1.62566 2.24092 1.93169 -0.09
N -3.88855 0.54704 -1.05125 0.17
C 2.14267 1.39743 -4.37067 -0.23
C 2.98334 -2.80941 2.99855 -0.24
C 2.58329 -2.58018 -7.51272 -0.23
C -1.43763 -4.96169 -3.72840 -0.22
C 1.78215 2.98695 4.48989 -0.25
C 4.28606 2.14422 -0.80901 -0.23
C -6.06994 4.81466 2.66048 -0.25
C -2.33103 1.72655 3.12106 -0.06
C 1.84801 -3.57790 7.57258 -0.24
C 3.41023 1.17175 -0.05964 -0.22
C 0.74415 -2.55685 7.72909 -0.26
C 0.03839 -4.76000 -3.99028 -0.24
C 2.66207 2.22497 -5.52507 -0.24
C -2.37218 3.36745 1.34725 -0.07
C 4.24527 -2.49253 2.22819 -0.25
C -7.32813 4.64904 3.48178 -0.24
C 2.88271 1.95529 4.37240 -0.22
C -4.67880 -0.86973 -4.56677 -0.25
C 2.53081 -1.32083 -6.67692 -0.26
C -2.77171 0.51498 -1.33498 -0.46
C -5.63605 -1.92595 -4.06722 -0.24
B -1.17743 1.22578 1.06746 -0.80
H 1.26764 2.82608 -3.35665 0.08
H -5.04464 -1.98994 -2.20828 0.08
H 2.90490 0.49074 -0.74395 0.12
H 5.54169 2.61378 0.62161 0.09
H -5.96231 5.86597 2.35865 0.12
H 5.05511 1.61797 -1.38104 0.13
H 2.09755 -2.60339 2.38819 0.12
H 2.81499 2.69784 0.97324 0.09
H -3.39972 3.36491 1.70410 0.07
H 2.04908 3.74017 5.23144 0.12
H -8.21091 4.94247 2.90573 0.12
H -3.24408 -2.15283 -4.31173 0.04
H 1.63764 3.48683 3.52095 0.12
H 0.77580 -3.22936 -7.17185 0.09
H -0.28506 -2.85419 -3.94423 0.08
H 1.93353 3.01116 -5.77155 0.12
H -6.59595 -1.47581 -3.79372 0.12
H -7.43689 3.60998 3.78864 0.12
H 1.45517 -4.17731 5.76582 0.08
H 3.84879 3.09481 -4.28324 0.07
H -6.11409 4.19928 1.76120 0.12
H -7.29101 6.33792 4.46949 0.09
H 0.63937 -5.43792 -3.38457 0.12
H -1.73832 -5.98535 -3.96891 0.12
H 2.51084 1.31451 2.55384 0.05
H -0.79658 2.74311 -1.16846 -0.05
H 2.37867 -2.42467 -5.09923 0.07
H 2.77724 -3.10025 7.24788 0.11
H -4.50875 -0.13780 -3.76686 0.10
H -2.40312 3.33921 0.26475 0.05
H 4.01728 0.58449 0.64330 0.11
H -2.13693 -4.25606 -5.41839 0.10
H -5.80340 -2.68162 -4.83402 0.12
H 2.80816 -1.13635 3.97803 0.05
H 1.18662 0.92751 -4.61888 0.12
H -0.50936 -4.01763 7.70371 0.08
H 3.67389 2.72899 -1.49156 0.10
H 3.56852 -3.03822 -7.44159 0.13
H 1.01711 -1.80456 8.46956 0.12
H 2.02158 -4.08495 8.52096 0.12
H -5.07400 4.70801 4.30797 0.08
H -1.72864 0.98604 3.63146 0.08
H 4.30390 -3.09450 1.32097 0.12
H 3.26924 -0.60272 -7.03535 0.12
H 2.37185 -2.35460 -8.56261 0.12
H -0.30913 -0.51257 1.17065 0.09
H -1.67198 -4.76058 -2.68435 0.13
H -3.29507 1.30324 2.84628 0.10
H 1.53044 -0.86925 -6.76328 0.12
H -5.07957 -0.35458 -5.44061 0.12
H 5.18698 -2.50214 3.90602 0.08
H 3.82433 2.42467 4.06907 0.12
H 2.81281 1.60650 -6.40826 0.10
H -1.94713 4.32075 1.65978 0.09
H 4.23843 -1.43026 1.94412 0.10
H 0.49620 1.55225 4.43597 0.07
H 3.03000 1.45646 5.32974 0.13
H 0.25514 -4.95409 -5.04982 0.11
H 2.85150 0.61778 -4.10554 0.11
H 0.57175 -2.05516 6.76707 0.11
H -2.51011 2.54998 3.80818 0.09
H 2.97701 -3.86053 3.28716 0.12



# 3
106
Properties=species:S:1:pos:R:3:lowdin_charge:R:1 method="wB97M-V/def2-TZVPD" charge=0 gap_ev="8.013 / 7.525" spin_multiplicity=5
Fe 3.28209 -0.87670 0.55790 1.08
O 1.07009 3.79846 0.60932 -0.08
O -2.48074 -0.13848 -3.48307 0.04
O 4.31209 0.90913 0.33999 -0.08
O 2.62355 0.68032 -3.48704 -0.14
O 2.04442 -0.02310 -0.87972 -0.36
O 0.91345 -4.30142 5.48168 0.01
O -4.17370 -2.17237 -2.19043 -0.06
O 2.07541 5.38528 -3.11339 0.02
O -2.12927 0.87957 1.00958 -0.07
O 0.30438 -7.09158 0.86112 0.02
O -3.00780 0.56714 3.83265 -0.07
O 1.76320 -2.15048 1.01050 -0.40
N 2.87150 3.62761 -4.37077 0.17
N 4.15617 3.05672 -0.35165 0.22
N 1.81697 3.27197 -2.36507 0.14
N -0.43342 -4.99400 1.24650 0.17
N -1.03248 1.63643 -3.48768 0.16
N 1.64842 -5.31731 0.30608 0.15
N 2.09421 -4.76291 3.60349 0.16
N 5.79682 2.44797 1.13028 0.19
N 0.75956 -2.91690 3.67075 0.17
N -2.94826 1.69463 -4.75433 0.16
C 0.78216 4.47489 2.86890 -0.04
C 1.22303 -4.00639 4.32898 -0.68
C 1.66857 0.24566 -5.69374 -0.06
C -1.95075 -3.15776 -2.20282 -0.06
C -2.23376 -0.45800 4.46299 -0.45
C -2.17612 0.97004 -3.89008 -0.63
C -4.19045 2.10663 1.11996 -0.04
C -0.76599 -0.06931 4.42221 -0.06
C -3.05583 1.61928 0.23714 -0.46
C 4.73448 2.08604 0.37768 -0.60
C -2.35654 2.77596 -0.47399 -0.05
C -3.35188 -3.19454 -1.62104 -0.47
C 0.49750 -5.88475 0.78546 -0.68
C 0.61042 -1.61547 0.35091 -0.30
C -3.29909 -2.99618 -0.10449 -0.06
C -2.53776 -1.76826 3.75171 -0.04
C 0.79404 -0.66118 -0.82433 -0.32
C 0.84986 1.99717 2.14116 -0.04
C 1.38184 3.41409 1.95938 -0.46
C 2.26527 4.18644 -3.29675 -0.67
C 1.75205 -0.17957 -4.23756 -0.31
H 3.43448 2.75033 -0.99032 0.08
H -0.81068 2.56607 -3.78340 0.10
H -3.92970 1.48359 -4.79721 0.11
H 0.23294 -2.21373 4.15152 0.04
H 0.98156 1.09081 -5.72889 0.06
H -5.06669 2.50727 0.61544 0.08
H 1.21659 1.45448 1.26180 0.07
H -1.84263 -2.58209 3.96816 0.06
H -1.29847 0.76130 0.54076 0.04
H 2.56544 0.37698 -2.55781 0.03
H 1.09255 -2.65909 2.74474 0.05
H -2.69103 -3.75082 0.40381 0.05
H -0.59504 0.86353 4.96496 0.09
H 2.36936 -5.93473 -0.01106 0.10
H -0.41902 1.13657 -2.87140 0.06
H 4.26241 4.01472 -0.07531 0.13
H 0.00384 0.10550 -0.73986 0.09
H -3.51804 -2.14766 4.05074 0.08
H -3.86379 -4.13388 -1.84370 0.13
H -1.51055 -2.18673 -1.96314 0.05
H 0.74565 -0.18130 -3.81206 0.07
H -1.27993 -5.36136 1.63316 0.11
H 2.46997 3.49734 2.07688 0.12
H -2.65086 2.59152 -5.08529 0.09
H 0.59084 -1.13269 -1.79584 0.09
H 1.41941 3.70655 -1.55000 0.07
H 2.65449 0.60275 -5.99622 0.08
H -1.98945 -3.24128 -3.29029 0.09
H -4.28593 -3.09371 0.35142 0.08
H -0.28262 -4.01679 1.08976 0.04
H 6.24887 3.31563 0.90384 0.11
H 1.34770 -0.59620 -6.29833 0.08
H -1.34046 -3.96054 -1.78819 0.08
H -0.35635 -0.02901 3.41179 0.05
H 3.28894 4.23409 -5.05207 0.11
H -1.52265 2.33549 -1.04125 0.05
H 2.12218 -1.19383 -4.04977 0.12
H 0.92824 2.99579 0.09826 0.04
H 2.25879 -4.53414 2.64099 0.06
H 6.30709 1.77228 1.66765 0.12
H -0.13268 -0.75608 4.99106 0.07
H 1.77009 -4.31918 0.41245 0.05
H -2.65068 0.74550 2.94900 0.03
H 1.45782 5.31922 3.00325 0.08
H -3.88417 2.87393 1.83791 0.09
H -2.98180 3.25256 -1.23081 0.09
H 2.59523 -5.49845 4.06055 0.10
H -3.46026 0.99536 -0.56904 0.14
H -0.16069 -2.37787 0.19816 0.08
H -2.60858 -0.41369 5.48495 0.14
H -4.51917 1.27672 1.75396 0.08
H -3.62427 -1.56434 -2.70623 0.03
H -2.89506 -2.00732 0.11071 0.06
H -0.23932 2.02748 2.16047 0.08
H 0.60966 4.11647 3.89131 0.08
H -0.21006 4.80378 2.56062 0.08
H 1.23448 1.52564 3.04501 0.09
H -1.93337 3.55292 0.16426 0.08
H 1.83165 2.28575 -2.60540 0.06
H 3.00310 2.63039 -4.43047 0.07
H 0.10401 -1.06061 1.16456 0.09
H -2.56110 -1.71595 2.66109 0.07